Entry 1:
A structure of composition C53H51AsN7OPdS3, computed with ωB97M-V/def2-TZVPD.

Calculated values
E_LUMO (spin up / spin down)	-7.80 / -9.72	eV
M	1079.6	u
Kohn-Sham gap (spin up / spin down)	7.012 / 6.056	eV
2S+1	5
E_tot	-6065.78694	Eh
net charge	+3
HOMO level (spin up / spin down)	-14.81 / -15.77	eV

The geometry in XYZ format:
```
117
Properties=species:S:1:pos:R:3:mulliken_charge:R:1
Pd 0.452 0.071 0.198 0.1876
As -1.942 -1.395 -1.347 1.8552
S 2.461 -0.279 -2.457 -0.3085
S 0.727 0.378 -4.630 1.7190
S -0.981 1.462 -2.661 1.2369
O 0.075 2.157 0.995 -0.4735
N -0.700 0.618 -4.023 -0.0393
N 1.488 -0.780 -1.473 1.2007
N -0.999 0.712 -1.367 -0.7015
N 1.009 -1.982 1.065 1.2733
N 1.350 1.500 2.806 -1.0237
N 1.212 0.307 2.286 1.3448
N 1.977 0.590 -3.757 0.6405
C 0.629 -1.231 -5.358 0.1153
C 2.383 2.781 -7.394 -0.8714
C 1.813 4.165 3.474 -0.2615
C 3.695 0.850 -1.849 0.7405
C 5.636 2.490 -0.788 -0.7727
C 3.762 -2.627 -2.279 -0.7475
C 1.670 -0.645 4.525 -1.6634
C 1.958 4.089 -1.794 -0.1247
C 5.469 2.415 -2.166 -0.8621
C -4.357 3.493 -2.138 -0.7431
C 3.863 0.900 -0.473 -0.6031
C 1.030 3.861 2.351 0.6781
C 1.205 -4.352 0.959 -1.3672
C 2.046 5.485 3.808 -0.8207
C 2.235 1.919 -6.318 -0.5849
C -3.119 2.901 -1.956 -0.9449
C 1.516 -3.231 3.042 -0.8070
C 0.655 -1.390 -6.736 -0.4363
C 1.398 -0.739 3.072 0.5614
C 0.122 2.862 -2.695 0.4604
C 4.496 1.592 -2.707 -0.4127
C 0.770 2.487 1.965 -0.0682
C 1.867 4.978 -2.853 -0.9990
C 0.991 -3.107 0.371 -0.7735
C 0.611 -2.677 -7.257 -1.0548
C 4.528 -3.682 -2.746 -0.8769
C 0.010 3.749 -3.761 -0.6621
C 4.837 1.735 0.058 -0.8106
C -3.218 2.025 -4.220 0.0278
C 0.726 6.208 1.915 -0.8666
C -4.463 2.619 -4.383 -1.0284
C 4.928 -3.716 -4.075 -0.7313
C 1.267 3.220 -8.094 -0.7581
C -2.565 2.177 -3.007 0.4355
C 0.487 4.895 1.572 -0.2409
C 0.556 -3.771 -6.411 -0.8202
C -0.172 1.944 -6.654 -0.5631
C 0.567 -2.320 -4.492 0.3663
C 4.571 -2.693 -4.942 -0.8059
C -5.025 3.353 -3.349 -0.7022
C -2.484 -1.223 0.512 -1.3543
C -3.567 -0.865 -2.255 -1.3417
C -2.088 -3.364 -1.616 -1.3393
C 0.955 1.516 -5.961 0.4856
C -0.006 2.804 -7.728 -0.9031
C 1.459 -4.416 2.315 -0.7963
C 3.811 -1.627 -4.485 -0.2940
C 3.410 -1.609 -3.157 0.9577
C 1.292 -2.030 2.384 0.2460
C 0.536 -3.593 -5.032 -1.0797
C 1.076 3.021 -1.707 0.3731
C 1.504 6.501 3.033 -0.3750
C 0.894 4.811 -3.834 -0.9720
H 3.534 -0.830 -5.158 0.3056
H 1.173 -5.247 0.355 0.5901
H 4.355 1.540 -3.775 0.3002
H 0.818 5.515 -4.650 0.5413
H -4.803 4.064 -1.336 0.5044
H 1.135 2.316 -0.888 -0.4289
H -1.968 -1.957 1.133 0.3080
H -3.921 0.076 -1.839 0.4203
H 0.830 -2.993 -0.696 0.7376
H 0.713 -0.541 -7.401 0.5331
H 2.223 3.369 4.077 0.4467
H -2.592 2.989 -1.015 0.5538
H -2.783 1.433 -5.008 0.5891
H 0.503 -4.453 -4.378 0.5690
H 1.684 7.532 3.301 0.4326
H 5.526 -4.541 -4.436 0.4572
H -2.258 -3.538 -2.676 0.4189
H 6.101 2.999 -2.820 0.4991
H 3.441 -2.584 -1.247 0.4881
H -0.756 3.624 -4.512 0.5747
H 4.887 -2.722 -5.975 0.5179
H -3.389 -0.752 -3.323 0.2884
H 1.737 0.386 4.848 0.3545
H 3.092 1.587 -5.757 0.1863
H 0.876 -1.146 5.084 0.4023
H 0.625 -2.818 -8.328 0.5042
H -4.310 -1.646 -2.094 0.6204
H 3.369 3.112 -7.684 0.5108
H -5.992 3.816 -3.484 0.4463
H -4.994 2.505 -5.317 0.5055
H -0.869 3.149 -8.279 0.5055
H -1.156 1.609 -6.363 0.4470
H 1.743 -3.245 4.097 0.5511
H 6.402 3.130 -0.374 0.4443
H -2.965 -3.648 -1.035 0.5157
H 3.245 0.279 0.172 0.3572
H -1.216 -3.913 -1.276 0.2757
H 1.626 -5.365 2.805 0.4631
H 2.603 -1.159 4.761 0.4136
H 2.550 5.813 -2.914 0.5208
H 4.819 -4.477 -2.074 0.4967
H 0.306 7.009 1.325 0.4578
H -3.557 -1.415 0.548 0.5660
H 4.982 1.786 1.128 0.5398
H 1.391 3.890 -8.932 0.4654
H 0.530 -4.769 -6.824 0.4795
H -0.120 4.647 0.712 0.5016
H 2.642 5.727 4.675 0.4478
H 0.566 -2.169 -3.419 0.3271
H 2.714 4.222 -1.033 0.6603
H -2.300 -0.211 0.877 0.2675
```

---

Entry 2:
A structure of composition C53H53MoN2OP4SSe4, computed with ωB97M-V/def2-TZVPD.

Calculated values
E_LUMO (spin up / spin down)	-3.43 / -4.44	eV
M	1301.8	u
ΔE to the lowest compared entry with this formula, charge and spin	7.34	kcal/mol
Kohn-Sham gap (spin up / spin down)	6.351 / 5.361	eV
2S+1	3
E_tot	-13673.50779	Eh
net charge	+1
HOMO level (spin up / spin down)	-9.78 / -9.80	eV

The geometry in XYZ format:
```
119
Properties=species:S:1:pos:R:3:mulliken_charge:R:1
Mo -0.534 -0.091 -0.825 -3.0476
Se -1.765 0.342 -4.655 -0.1344
Se -2.992 0.273 -1.240 0.1832
Se 0.070 -0.084 -3.374 0.5689
Se -3.154 1.527 -3.177 -0.1760
S -4.615 -4.274 2.133 -0.1047
P -0.348 2.563 -1.602 1.7841
P 0.406 -2.277 -1.221 0.6943
P 1.661 1.396 0.015 1.6807
P -0.528 -0.443 1.563 3.2860
O 2.072 0.331 -1.341 1.2011
N 1.160 2.771 -0.857 -0.4148
N -1.453 -1.449 0.656 0.4312
C 3.310 -0.119 -1.905 -1.0792
C -0.178 -3.685 -5.038 -0.9750
C 1.112 -4.016 -5.438 -0.6364
C 1.979 2.059 2.922 -0.5511
C -1.498 6.401 -0.805 -0.9646
C -1.934 0.632 5.266 -0.7743
C 2.079 -1.386 2.180 -0.0003
C -2.656 0.966 2.610 0.2102
C -1.496 0.257 2.928 1.1623
C 0.710 -1.510 2.380 0.0296
C 1.157 -4.276 0.546 -0.5376
C 1.587 2.692 4.099 -1.0932
C -2.771 6.262 -0.263 -0.6154
C -2.605 3.871 -0.488 0.2937
C 6.157 2.669 0.449 -0.7356
C 2.179 -3.813 -4.575 -0.7385
C 0.242 -2.511 3.233 -0.1887
C 5.304 3.279 -0.457 -0.7517
C -0.412 3.444 3.032 -0.7244
C -0.398 -3.140 -3.783 0.0603
C 4.361 1.201 1.097 -0.2044
C 1.375 2.867 -3.789 -0.1174
C 1.960 -3.276 -3.313 -0.9373
C 2.979 -2.192 2.866 -0.3731
C -3.433 -2.852 -0.032 0.1341
C -0.712 -4.843 -0.856 -0.8044
C -1.334 4.003 -1.037 0.9016
C 3.984 2.861 -0.573 -0.7881
C -3.322 4.999 -0.104 -0.7769
C 5.683 1.614 1.211 -0.8446
C -0.783 5.278 -1.194 -0.8274
C 1.164 -5.568 1.058 -0.5574
C -0.037 2.766 1.884 0.8214
C 2.502 -3.155 3.745 -0.8293
C 1.738 3.257 -5.073 -0.9837
C 1.134 -3.329 3.908 -0.9839
C -0.796 3.846 -4.104 -0.7421
C -2.859 -1.799 0.930 -1.1904
C 0.828 3.925 -5.879 -0.6326
C -0.708 -6.129 -0.340 -0.6820
C 0.229 -6.494 0.620 -0.6846
C 3.468 1.840 0.231 0.2608
C -0.438 4.224 -5.391 -0.7926
C -3.655 -4.237 0.596 -0.7116
C -3.111 1.290 4.946 -0.8061
C -3.468 1.465 3.613 -1.0943
C -6.230 -3.767 1.499 -0.8318
C 0.404 3.407 4.154 -0.7806
C 0.673 -2.927 -2.911 0.7875
C 0.214 -3.898 -0.405 0.8974
C 1.183 2.094 1.775 0.0874
C 0.101 3.153 -3.294 0.0062
C -1.120 0.120 4.262 -0.8104
H -0.826 -2.643 3.375 0.5250
H -1.351 3.986 3.051 0.5174
H -3.499 -0.921 0.916 0.3945
H -4.372 -2.496 -0.456 0.6222
H 3.143 -0.298 -2.971 0.3919
H -3.037 2.888 -0.354 -0.1074
H 7.184 2.999 0.548 0.4076
H -6.223 -2.725 1.181 0.2018
H -1.642 0.510 6.303 0.4571
H 3.358 3.336 -1.317 0.1145
H -0.730 2.757 1.063 -0.4345
H 4.110 0.607 -1.789 0.4049
H -4.374 2.002 3.359 0.5155
H 0.761 -4.109 4.561 0.4856
H 1.104 4.225 -6.883 0.4121
H -2.732 -2.950 -0.863 -0.8269
H 3.184 -4.073 -4.884 0.4487
H 0.111 3.917 5.064 0.4307
H 1.907 -5.850 1.795 0.5104
H -6.527 -4.412 0.671 0.2716
H -4.315 4.888 0.317 0.4863
H 1.908 -3.564 0.867 0.5545
H -1.013 -3.847 -5.711 0.4738
H -1.423 -4.582 -1.630 0.4342
H 2.733 3.037 -5.441 0.4844
H 1.279 -4.425 -6.427 0.4078
H -2.910 -2.186 1.946 0.5377
H 2.931 1.559 2.923 0.4144
H 2.440 -0.683 1.455 -0.4854
H 0.199 5.397 -1.637 0.4574
H -1.402 -2.861 -3.484 0.5921
H -6.939 -3.888 2.316 0.3859
H 0.235 -7.505 1.012 0.4131
H -1.432 -6.855 -0.696 0.4674
H 2.083 2.340 -3.163 0.3149
H 6.340 1.102 1.904 0.4837
H 3.199 -3.781 4.289 0.4242
H -1.774 4.108 -3.722 0.5633
H 4.046 -2.082 2.712 0.5070
H -3.746 1.681 5.732 0.4095
H -2.918 1.134 1.573 -0.1392
H 1.360 3.662 -0.420 0.6661
H -1.065 7.386 -0.939 0.4443
H -2.703 -4.695 0.862 -0.0753
H 2.231 2.639 4.969 0.4668
H 2.795 -3.124 -2.635 0.3458
H 3.619 -1.062 -1.441 0.0685
H -1.152 4.750 -6.014 0.4491
H -4.163 -4.893 -0.115 0.5968
H 4.052 0.349 1.687 0.2919
H 5.664 4.083 -1.088 0.4684
H -3.331 7.140 0.037 0.4129
H -0.198 -0.378 4.524 0.4838
```

---

net charge of number 2 (C53H53MoN2OP4SSe4)? +1

---

What is the net charge in the first record? +3